[1]
Molecular formula: C4H6FN2O2S
Method: DFT, ωB97M-V/def2-TZVPD

Results
* energy above the lowest of the compared OMol25 structures with the same formula, charge and spin: 63.3 kcal/mol
* HOMO energy: -15.40 eV
* total charge: +1

```
16
C4H6FN2O2S | the OMol25 dataset | ωB97M-V/def2-TZVPD
C -0.83068 -0.43866 0.21924
C 0.52583 -0.85406 -0.12247
C 1.71862 -0.76253 0.83911
C 2.45831 1.07765 -0.83233
N -1.89299 -1.08425 0.02545
N 1.66431 0.05141 -0.13498
O -2.90419 0.68944 1.48301
O -4.35934 -0.96071 0.45013
F -3.30382 0.63131 -0.92605
S -3.21406 -0.20734 0.45602
H -0.75487 0.54433 0.61392
H 0.51751 -1.62367 -0.82189
H 2.55577 -0.89295 1.50359
H 2.78092 1.66784 0.01578
H 3.30688 0.62434 -1.31168
H 1.73179 1.53784 -1.45685
```


[2]
Molecular formula: C4H6FNO
Method: DFT, ωB97M-V/def2-TZVPD

Results
* energy above the lowest of the compared OMol25 structures with the same formula, charge and spin: 8.7 kcal/mol
* HOMO energy: -9.59 eV
* SMILES: C=C(F)CC(N)=O
* total charge: 0

```
13
C4H6FNO | the OMol25 dataset | ωB97M-V/def2-TZVPD
C -0.08104 -1.91900 1.04241
C -0.37941 -1.00530 0.11891
F -1.69840 -0.85119 -0.13399
C 0.58344 -0.22837 -0.81617
C 0.71762 1.25079 -0.18851
N -0.47689 1.94149 -0.13511
O 1.73451 1.73863 0.29602
H -0.94503 -2.47086 1.51270
H 0.92827 -2.15337 1.19153
H 0.04936 0.00179 -1.76840
H 1.49318 -0.71133 -1.08401
H -1.37083 1.63770 -0.43056
H -0.55480 2.76903 0.39518
```


[3]
Molecular formula: C4H6FNO2
Method: DFT, ωB97M-V/def2-TZVPD

Results
* energy above the lowest of the compared OMol25 structures with the same formula, charge and spin: 12.0 kcal/mol
* HOMO energy: -10.17 eV
* SMILES: NC(=O)/C=C(\F)CO
* total charge: 0

```
14
C4H6FNO2 | the OMol25 dataset | ωB97M-V/def2-TZVPD
N 0.75638 -1.07634 -2.09605
C 1.51398 -0.79733 -0.99982
O 2.68097 -1.12035 -0.89863
C 0.84030 -0.06060 0.12342
C -0.39979 0.39389 0.19958
F -1.29089 0.21194 -0.80774
C -1.01949 1.14378 1.34632
O -2.13519 0.46605 1.88232
H 1.18744 -1.55450 -2.85369
H -0.20597 -0.80015 -2.20722
H 1.49762 0.11842 0.97339
H -0.22405 1.36804 2.08687
H -1.40036 2.08097 0.99035
H -1.80094 -0.37382 2.26090
```


Number 1: LUMO level -5.98 eV. Number 2: LUMO level 0.86 eV. Number 3: LUMO level 0.53 eV.